Below is C10H15N10OTe4W as an isolated structure in a non-equilibrium geometry, with properties calculated with ωB97M-V/def2-TZVPD.

The geometry in XYZ format:
```
41
Properties=species:S:1:pos:R:3:lowdin_charge:R:1
W 1.105 0.307 -0.711 0.64
Te 0.796 -1.697 1.301 0.32
Te 3.192 -0.632 0.836 0.22
Te 3.677 1.307 -1.073 0.26
Te 1.611 2.590 -2.147 0.55
N 1.324 1.587 0.709 -0.35
C 0.072 1.648 1.047 -0.54
N -0.438 1.967 2.240 -0.04
C -1.867 1.976 2.515 -0.10
C -2.184 0.869 3.519 -0.18
O -1.409 1.025 4.686 -0.12
C -0.023 0.950 4.418 -0.18
C 0.406 2.034 3.430 -0.08
H -2.421 1.832 1.588 0.12
H -2.133 2.946 2.940 0.14
H -1.981 -0.106 3.052 0.12
H -3.229 0.916 3.822 0.13
H 0.234 -0.038 4.019 0.08
H 0.491 1.091 5.367 0.14
H 1.446 1.902 3.139 0.12
H 0.278 3.018 3.886 0.14
N -0.498 1.340 -1.315 -0.23
C -0.785 1.335 -0.121 -0.22
N 1.859 0.308 -4.911 0.15
N 1.831 -0.685 -3.956 -0.20
N 2.815 -1.560 -3.863 0.17
C 2.798 -1.940 -2.629 -0.19
N 1.837 -1.325 -1.895 -0.24
N 1.229 -0.446 -2.761 -0.10
H 2.700 0.189 -5.464 0.12
H 1.041 0.246 -5.507 0.12
H 3.457 -2.679 -2.206 0.14
N -0.806 -2.493 -1.944 -0.01
C -1.976 -3.148 -1.968 -0.07
C -2.899 -2.336 -1.351 -0.03
C -2.176 -1.199 -0.983 -0.15
N -0.897 -1.296 -1.346 -0.12
H 0.078 -2.824 -2.283 0.13
H -2.069 -4.126 -2.411 0.13
H -3.942 -2.535 -1.181 0.11
H -2.544 -0.319 -0.485 0.10
```

Properties
Net charge: +1
Gap between HOMO and LUMO in eV: 4.74
Energy relative to the best compared isomer or geometry (same formula, charge and spin) in kJ/mol: 622.0

Below is one molecule with the formula Br2H2NOP in a non-equilibrium geometry, with properties calculated with ωB97M-V/def2-TZVPD.

The geometry in XYZ format:
```
7
Properties=species:S:1:pos:R:3:lowdin_charge:R:1
N -0.852 0.561 0.233 -0.20
P 0.452 -0.440 0.233 -0.03
O 0.967 -0.699 1.555 -0.38
Br -0.643 -2.244 -0.573 0.34
Br 1.912 0.488 -1.580 0.12
H -1.149 0.870 -0.684 0.04
H -0.687 1.464 0.816 0.12
```

Properties
Structure (SMILES): NP(=O)(Br)Br
Gap between HOMO and LUMO in eV: 9.26
Energy relative to the best compared isomer or geometry (same formula, charge and spin) in kJ/mol: 75.8

Below is a 13-piece molecular cluster, C38H82BN4O23S5 overall in a non-equilibrium geometry, with properties calculated with ωB97M-V/def2-TZVPD.

The geometry in XYZ format:
```
153
Properties=species:S:1:pos:R:3:lowdin_charge:R:1
O 2.536 -0.488 -1.154 0.12
C 1.327 -0.477 -1.250 -0.41
O 0.631 0.623 -1.118 0.24
B -0.797 0.267 -0.971 -0.93
O -0.870 -1.168 -1.258 0.22
C 0.399 -1.665 -1.418 -0.30
O 0.798 -2.842 -1.576 0.09
O -1.673 0.869 -2.002 0.22
C -2.696 1.494 -1.457 -0.35
O -3.709 1.990 -1.999 0.08
C -2.424 1.471 0.057 -0.33
O -1.326 0.740 0.266 0.25
O -3.138 1.976 0.938 0.10
C -1.589 11.638 3.058 -0.25
S -2.407 10.071 3.654 0.85
O -3.873 10.232 3.226 -0.60
C -1.724 8.974 2.367 -0.26
H -0.589 11.336 2.746 0.03
H -1.439 12.312 3.901 0.04
H -2.018 12.176 2.213 0.06
H -2.288 9.106 1.444 0.06
H -1.797 7.930 2.673 0.05
H -0.681 9.285 2.299 0.03
C 4.281 -1.251 -7.439 -0.24
S 2.899 -1.572 -8.672 0.83
O 3.444 -1.752 -10.074 -0.59
C 2.557 -3.285 -7.995 -0.26
H 4.872 -0.355 -7.628 0.05
H 4.875 -2.163 -7.392 0.04
H 3.664 -1.248 -6.540 0.04
H 3.479 -3.867 -7.979 0.04
H 1.821 -3.837 -8.581 0.05
H 2.336 -3.288 -6.928 0.05
C 1.392 6.042 -4.085 -0.28
S 2.407 5.057 -5.247 0.87
O 3.651 5.913 -5.650 -0.61
C 1.248 5.345 -6.726 -0.25
H 1.758 6.013 -3.059 0.04
H 0.395 5.601 -4.105 0.04
H 1.280 7.085 -4.381 0.05
H 1.221 6.402 -6.990 0.05
H 0.195 5.103 -6.579 0.04
H 1.498 4.779 -7.624 0.04
C -9.027 6.693 1.131 -0.27
S -10.758 6.135 1.204 0.83
O -11.562 7.189 0.417 -0.61
C -10.712 4.650 0.093 -0.24
H -8.926 7.732 1.445 0.06
H -8.504 6.500 0.195 0.06
H -8.606 5.961 1.820 0.04
H -11.669 4.131 0.159 0.05
H -9.896 4.085 0.545 0.04
H -10.487 4.976 -0.922 0.06
C 2.176 -10.395 -4.870 -0.28
S 1.736 -9.998 -6.579 0.84
O 3.128 -9.946 -7.250 -0.59
C 1.058 -11.620 -7.119 -0.26
H 3.147 -10.881 -4.774 0.06
H 1.455 -11.060 -4.394 0.04
H 2.254 -9.521 -4.224 0.05
H 0.955 -11.659 -8.204 0.05
H 0.117 -11.854 -6.620 0.05
H 1.811 -12.339 -6.797 0.05
C 4.644 -12.208 0.779 -0.37
O 5.752 -12.152 0.280 0.01
N 3.934 -11.163 1.215 -0.17
C 2.601 -11.508 1.847 -0.04
C 4.429 -9.823 1.392 -0.06
H 4.086 -13.153 0.868 0.13
H 1.912 -10.826 1.348 0.08
H 2.439 -11.373 2.916 0.08
H 2.289 -12.512 1.562 0.07
H 4.294 -9.413 2.392 0.09
H 5.489 -9.643 1.211 0.09
H 3.893 -9.102 0.775 0.09
C -4.112 1.099 -8.215 -0.32
O -3.206 1.367 -9.001 0.00
N -4.427 -0.112 -7.669 -0.19
C -5.617 -0.318 -6.922 -0.10
C -3.693 -1.366 -7.906 -0.03
H -4.801 1.884 -7.866 0.13
H -5.487 -1.006 -6.087 0.09
H -6.422 -0.769 -7.502 0.08
H -6.115 0.555 -6.500 0.09
H -3.048 -1.261 -8.779 0.08
H -3.036 -1.688 -7.099 0.09
H -4.469 -2.106 -8.102 0.08
C 9.706 -5.462 -5.108 -0.32
O 10.271 -6.170 -5.968 -0.03
N 8.649 -5.799 -4.309 -0.19
C 8.217 -4.835 -3.258 -0.04
C 7.912 -7.037 -4.406 -0.06
H 10.073 -4.445 -4.900 0.12
H 8.174 -5.378 -2.314 0.08
H 7.188 -4.629 -3.553 0.08
H 8.737 -3.878 -3.209 0.08
H 8.244 -7.604 -5.276 0.09
H 7.957 -7.712 -3.552 0.09
H 6.852 -6.897 -4.617 0.09
C 6.078 -2.387 4.854 -0.31
O 5.355 -2.746 5.809 -0.03
N 7.125 -1.493 4.946 -0.17
C 7.673 -1.043 3.634 -0.06
C 7.519 -0.852 6.231 -0.04
H 5.840 -2.630 3.806 0.13
H 8.750 -1.198 3.568 0.08
H 7.469 0.023 3.541 0.08
H 7.206 -1.482 2.752 0.08
H 7.166 -1.340 7.139 0.08
H 8.603 -0.876 6.350 0.08
H 7.169 0.172 6.361 0.08
O 4.183 10.107 2.383 0.04
C 4.384 9.405 1.362 -0.45
O 4.647 8.064 1.346 -0.02
C 4.384 7.341 2.510 -0.26
C 4.792 5.947 2.156 -0.08
C 4.588 10.126 0.024 0.01
H 3.340 7.480 2.791 0.13
H 5.057 7.667 3.304 0.13
H 5.851 5.742 1.998 0.08
H 4.267 5.534 1.295 0.08
H 4.443 5.319 2.976 0.08
H 4.822 9.423 -0.775 0.08
H 5.348 10.907 0.050 0.09
H 3.651 10.665 -0.113 0.08
O -11.384 0.741 5.901 0.06
C -10.333 0.214 6.333 -0.48
O -10.046 -0.049 7.637 -0.02
C -11.059 -0.197 8.610 -0.24
C -11.451 1.111 9.246 -0.09
C -9.082 0.161 5.493 0.02
H -10.771 -0.829 9.450 0.12
H -11.976 -0.620 8.199 0.12
H -11.947 1.798 8.560 0.07
H -10.677 1.732 9.697 0.08
H -12.290 0.938 9.920 0.08
H -8.464 -0.682 5.805 0.09
H -8.782 1.205 5.578 0.10
H -9.434 -0.109 4.498 0.09
O -3.074 -1.057 7.643 0.05
C -3.078 -0.088 8.462 -0.47
O -2.357 1.022 8.292 -0.01
C -1.454 1.147 7.298 -0.29
C -1.155 2.593 7.217 -0.08
C -3.925 -0.049 9.702 0.02
H -1.965 0.815 6.394 0.13
H -0.543 0.554 7.379 0.14
H -2.019 3.245 7.343 0.08
H -0.518 2.841 6.369 0.09
H -0.578 2.961 8.066 0.07
H -4.335 -1.057 9.761 0.09
H -4.681 0.731 9.617 0.09
H -3.261 0.150 10.544 0.09
```

Properties
Net charge: -1
Gap between HOMO and LUMO in eV: 8.84

Below is a 2-piece molecular cluster, C5H11NO2 overall in a non-equilibrium geometry, with properties calculated with ωB97M-V/def2-TZVPD.

The geometry in XYZ format:
```
19
Properties=species:S:1:pos:R:3:lowdin_charge:R:1
C -0.794 0.548 -1.933 -0.11
C 0.506 -0.180 -1.678 -0.45
C -0.110 0.006 0.796 -0.23
C 0.653 1.294 0.878 -0.51
O 0.203 2.470 0.250 -0.44
N 0.648 -1.532 -1.959 -0.05
C 0.353 -1.123 -0.246 -0.17
O -0.367 -1.323 3.153 -0.58
H -1.598 -0.018 -1.416 0.08
H -0.784 1.510 -1.531 0.01
H -1.055 0.527 -3.010 0.06
H 1.421 0.428 -1.852 0.12
H -1.185 0.169 0.761 0.10
H 0.086 -0.494 1.765 0.02
H 1.604 0.964 0.441 0.06
H 0.943 1.420 1.946 0.08
H 1.201 -1.631 0.189 0.09
H -1.205 -1.249 3.612 -0.19
H -0.520 -1.786 -0.165 0.11
```

Properties
Net charge: -2
Gap between HOMO and LUMO in eV: 5.96
Energy relative to the best compared isomer or geometry (same formula, charge and spin) in kJ/mol: 505.6